The molecule C21H32FN3O3S at a distorted geometry. Source: OMol25; level of theory: ωB97M-V with the def2-TZVPD basis set.

The gap between HOMO and LUMO comes out at 9.3 eV. As for the SMILES: CC1(C)CC(NC(=O)C2CCN(S(=O)(=O)c3ccc(F)cc3)CC2)CC(C)(C)N1. For the max |F|, the calculation gives 1.1 eV/Å. Its net charge is 0. The HOMO energy comes out at -8.93 eV.

```
61
Properties=species:S:1:pos:R:3:mulliken_charge:R:1
C -5.531 1.929 0.389 -1.865
C -5.290 0.992 -0.802 1.896
C -5.680 1.749 -2.078 -2.000
C -3.799 0.600 -0.894 -1.527
C -3.421 -0.428 0.172 -0.099
N -2.022 -0.798 0.053 -0.025
C -1.076 -0.370 0.914 -0.052
O -1.335 0.298 1.893 -0.690
C 0.340 -0.838 0.555 0.149
C 0.796 -0.278 -0.800 -0.630
C 0.975 1.239 -0.711 -1.104
N 1.880 1.615 0.342 0.046
S 3.467 1.876 -0.028 1.290
O 4.070 2.516 1.101 -0.730
O 3.499 2.520 -1.309 -0.743
C 4.257 0.266 -0.213 -0.071
C 4.296 -0.331 -1.460 -0.341
C 4.879 -1.579 -1.604 -0.543
C 5.412 -2.192 -0.482 0.252
F 5.973 -3.408 -0.614 -0.323
C 5.395 -1.595 0.768 -0.522
C 4.809 -0.347 0.896 -0.381
C 1.548 1.093 1.646 -1.059
C 1.344 -0.425 1.637 -0.873
C -4.309 -1.661 0.038 -1.399
C -5.808 -1.296 0.136 1.853
C -6.637 -2.496 -0.341 -1.968
C -6.200 -1.007 1.590 -1.864
N -6.164 -0.174 -0.724 -0.377
H -5.049 1.577 1.293 0.292
H -6.599 2.008 0.572 0.401
H -5.140 2.917 0.164 0.491
H -6.726 2.040 -2.025 0.432
H -5.072 2.642 -2.191 0.435
H -5.539 1.126 -2.960 0.479
H -3.179 1.491 -0.783 0.447
H -3.602 0.168 -1.880 0.241
H -3.514 0.011 1.168 0.339
H -1.762 -1.357 -0.744 0.448
H 0.309 -1.934 0.497 0.512
H 0.076 -0.507 -1.587 0.758
H 1.748 -0.743 -1.068 0.216
H 1.382 1.648 -1.637 0.463
H 0.006 1.711 -0.510 0.415
H 3.886 0.200 -2.304 0.513
H 4.930 -2.073 -2.561 0.463
H 5.838 -2.102 1.611 0.465
H 4.788 0.169 1.842 0.495
H 2.357 1.381 2.316 0.435
H 0.623 1.571 1.981 0.472
H 0.968 -0.727 2.615 0.512
H 2.293 -0.933 1.453 0.342
H -4.059 -2.387 0.812 0.394
H -4.119 -2.122 -0.936 0.323
H -7.695 -2.259 -0.271 0.420
H -6.432 -3.369 0.272 0.433
H -6.406 -2.743 -1.376 0.481
H -7.189 -0.559 1.612 0.390
H -6.224 -1.934 2.157 0.482
H -5.505 -0.334 2.076 0.295
H -6.317 -0.523 -1.663 0.413
```

***

A structure of composition C21H32MnN at a distorted geometry. Source: OMol25; level of theory: ωB97M-V with the def2-TZVPD basis set.

The gap between HOMO and LUMO (spin up / spin down) comes out at 5.3 / 7.6 eV. The spin multiplicity is 4. Its expectation value of S² is 3.895. For the max |F|, the calculation gives 3.9 eV/Å. Its net charge is +1. The HOMO energy (spin up / spin down) comes out at -9.42 / -11.27 eV.

```
55
Properties=species:S:1:pos:R:3:mulliken_charge:R:1
C 1.222 -2.097 0.595 0.603
C 2.207 -1.435 -0.243 0.997
C 1.693 -1.403 -1.572 0.343
C 0.364 -1.974 -1.561 1.259
C 0.095 -2.447 -0.229 -0.218
Mn 0.385 -0.256 -0.231 -0.187
C -1.995 1.987 -0.557 2.191
C -1.790 1.193 0.681 -1.903
H -1.966 1.707 1.637 0.420
C -1.515 -0.189 0.698 -0.938
H -2.154 -0.876 0.119 0.597
H -1.329 -0.585 1.706 0.670
C -2.686 3.321 -0.380 -1.756
H -2.316 3.893 0.478 0.385
H -2.549 3.917 -1.295 0.462
H -3.760 3.165 -0.228 0.473
C -2.698 1.223 -1.722 -1.114
H -2.785 0.130 -1.579 0.169
H -3.761 1.551 -1.817 0.373
H -2.192 1.402 -2.696 0.198
C 3.589 -1.046 0.150 -1.560
H 3.740 -1.098 1.237 0.343
H 4.338 -1.697 -0.327 0.360
H 3.796 -0.019 -0.185 0.365
C 2.496 -1.021 -2.758 -1.838
H 2.825 0.024 -2.692 0.363
H 3.398 -1.645 -2.827 0.406
H 1.933 -1.144 -3.687 0.381
C -0.489 -2.253 -2.754 -1.724
H -0.258 -1.574 -3.591 0.422
H -0.335 -3.289 -3.113 0.305
H -1.562 -2.139 -2.512 0.329
C -1.034 -3.346 0.173 -1.466
H -1.924 -3.158 -0.448 0.382
H -0.744 -4.408 0.036 0.349
H -1.295 -3.199 1.234 0.343
C 1.434 -2.581 2.002 -1.618
H 0.489 -2.562 2.592 0.373
H 1.804 -3.634 2.002 0.316
H 2.192 -1.966 2.533 0.360
C 0.095 1.375 -1.473 -0.077
C -0.506 2.586 -0.938 1.230
C 0.297 1.316 -2.830 0.178
C -0.126 3.832 -1.667 -1.027
H -0.313 2.437 0.167 0.120
C 0.308 2.493 -3.620 -0.904
H 0.321 0.314 -3.284 -0.065
C 0.190 3.757 -2.989 -0.325
H 0.052 4.827 -1.190 0.431
H 0.469 2.398 -4.681 0.496
H 0.357 4.605 -3.671 0.399
N 1.195 0.847 1.465 -0.545
H 2.088 1.240 1.160 0.288
H 1.381 0.244 2.273 0.272
H 0.600 1.610 1.794 0.312
```

***

The molecule C21H32N2O3. Source: OMol25; level of theory: ωB97M-V with the def2-TZVPD basis set.

The gap between HOMO and LUMO comes out at 9.0 eV. As for the SMILES: COc1cccc(CNC(=O)CC[C@@H]2CCCN(C3CCOCC3)C2)c1. For the max |F|, the calculation gives 0.5 eV/Å. Its net charge is 0. The HOMO energy comes out at -8.34 eV.

```
58
Properties=species:S:1:pos:R:3:mulliken_charge:R:1
C -5.760 -2.841 0.530 -0.803
O -6.327 -1.559 0.416 -0.437
C -5.517 -0.512 0.098 0.634
C -6.145 0.728 -0.024 -0.611
C -5.410 1.849 -0.347 -0.573
C -4.043 1.756 -0.551 -0.591
C -3.408 0.530 -0.426 0.100
C -1.920 0.429 -0.639 -0.580
N -1.204 1.458 0.081 0.171
C -0.388 2.348 -0.526 0.367
O -0.200 2.354 -1.726 -0.689
C 0.255 3.349 0.419 -0.978
C 1.131 2.732 1.517 -1.346
C 2.336 1.911 1.042 0.363
C 3.246 2.666 0.075 -0.952
C 4.450 1.787 -0.247 -0.893
C 3.984 0.444 -0.803 -0.548
N 3.128 -0.216 0.165 0.329
C 2.884 -1.620 -0.124 -0.607
C 2.451 -2.381 1.136 -0.450
C 2.305 -3.866 0.800 -0.702
O 1.369 -4.081 -0.231 -0.419
C 1.745 -3.428 -1.422 -0.783
C 1.860 -1.915 -1.235 0.269
C 1.937 0.585 0.390 -1.436
C -4.144 -0.602 -0.098 -0.302
H -6.588 -3.509 0.766 0.231
H -5.021 -2.885 1.336 0.327
H -5.295 -3.161 -0.408 0.336
H -7.210 0.781 0.136 0.439
H -5.905 2.803 -0.444 0.379
H -3.467 2.630 -0.815 0.458
H -1.560 -0.560 -0.333 0.117
H -1.676 0.578 -1.696 0.378
H -1.374 1.530 1.071 0.290
H 0.845 4.038 -0.185 0.368
H -0.545 3.922 0.896 0.392
H 0.519 2.099 2.165 0.570
H 1.505 3.555 2.132 0.462
H 2.924 1.661 1.933 0.320
H 3.572 3.611 0.514 0.305
H 2.704 2.879 -0.848 0.430
H 5.028 1.610 0.663 0.370
H 5.097 2.277 -0.976 0.455
H 4.851 -0.194 -0.995 0.481
H 3.462 0.616 -1.761 0.274
H 3.851 -2.035 -0.437 0.444
H 3.189 -2.244 1.925 0.384
H 1.489 -2.011 1.491 0.187
H 1.932 -4.427 1.660 0.381
H 3.284 -4.277 0.506 0.381
H 0.970 -3.674 -2.152 0.397
H 2.708 -3.829 -1.778 0.400
H 0.884 -1.519 -0.953 -0.305
H 2.166 -1.453 -2.174 0.363
H 1.264 0.041 1.056 0.399
H 1.413 0.788 -0.555 0.634
H -3.632 -1.547 -0.007 0.424
```

***

The molecule C21H32N4O3 at a distorted geometry. Source: OMol25; level of theory: ωB97M-V with the def2-TZVPD basis set.

The gap between HOMO and LUMO comes out at 10.2 eV. As for the SMILES: CCCCC/C=C/CC(=O)N1CC[C@@H]2C[C@]2(C(=O)NCc2nc(C)no2)CC1. For the max |F|, the calculation gives 1.3 eV/Å. Its net charge is 0. The HOMO energy comes out at -9.37 eV.

```
60
Properties=species:S:1:pos:R:3:mulliken_charge:R:1
C -6.505 0.887 -1.298 -1.365
C -5.050 1.251 -1.553 -0.182
C -4.096 0.540 -0.611 -0.922
C -2.645 0.917 -0.851 -0.098
C -1.687 0.189 0.074 -1.179
C -0.257 0.612 -0.132 -0.022
C 0.787 -0.097 0.244 -0.777
C 2.199 0.348 0.082 0.115
C 3.019 -0.719 -0.605 0.215
O 2.472 -1.688 -1.109 -0.642
N 4.371 -0.570 -0.599 0.310
C 5.191 -1.638 -1.132 -0.884
C 6.050 -1.217 -2.314 -1.144
C 5.300 -0.498 -3.402 0.118
C 5.895 0.723 -4.030 -1.050
C 4.681 0.857 -3.178 1.654
C 3.391 1.101 -3.907 -0.454
O 3.304 1.874 -4.841 -0.686
N 2.320 0.456 -3.388 0.183
C 1.005 0.730 -3.836 -1.099
C 0.501 2.006 -3.282 0.730
N -0.600 2.618 -3.561 -0.695
C -0.564 3.722 -2.729 0.921
C -1.637 4.739 -2.665 -1.160
N 0.502 3.793 -1.996 -0.707
O 1.212 2.637 -2.378 0.145
C 4.777 1.572 -1.843 -0.531
C 4.982 0.738 -0.569 -1.289
H -7.170 1.406 -1.990 0.387
H -6.668 -0.186 -1.420 0.327
H -6.804 1.157 -0.283 0.327
H -4.789 1.002 -2.588 0.336
H -4.922 2.334 -1.452 0.241
H -4.367 0.773 0.426 0.354
H -4.215 -0.545 -0.726 0.364
H -2.380 0.695 -1.893 0.215
H -2.521 1.999 -0.724 0.184
H -1.967 0.401 1.115 0.295
H -1.771 -0.892 -0.067 0.355
H -0.099 1.585 -0.599 0.381
H 0.640 -1.074 0.700 0.332
H 2.232 1.271 -0.507 0.008
H 2.643 0.565 1.063 0.502
H 5.860 -1.972 -0.327 0.317
H 4.556 -2.475 -1.388 0.478
H 6.885 -0.603 -1.967 0.398
H 6.496 -2.122 -2.732 0.441
H 4.807 -1.168 -4.090 0.388
H 6.828 1.102 -3.641 0.247
H 5.784 0.880 -5.089 0.325
H 2.444 -0.249 -2.680 0.142
H 0.967 0.785 -4.922 0.386
H 0.356 -0.086 -3.520 0.434
H -1.532 5.379 -1.795 0.306
H -1.652 5.342 -3.572 0.337
H -2.606 4.239 -2.602 0.208
H 5.570 2.323 -1.896 0.587
H 3.858 2.151 -1.717 0.001
H 4.558 1.304 0.266 0.430
H 6.032 0.620 -0.305 0.460
```

***

Q: Number 2 is which compound?
A: C21H32MnN